# 1
11
Properties=species:S:1:pos:R:3:forces:R:3:lowdin_charge:R:1 method="wB97M-V/def2-TZVPD" de_lowest_kcal_mol=18.3 lumo_energy_ev=-3.92 energy_ev=-4697.252 total_charge=+1 homo_energy_ev=-15.50 orbital_gap_ev=11.587 molar_mass_g_mol=50.08
O 0.7747 -0.3669 0.7356 0.11 1.75 -0.04 -0.16
N -1.3170 -0.8638 -0.8178 0.65 0.98 -1.39 0.31
C 1.0590 1.0881 0.6110 -1.64 -0.88 -0.37 -0.06
H 0.1106 1.6058 0.7828 0.11 -0.03 0.26 0.08
H 1.5461 -0.6946 1.1843 0.34 -0.84 0.14 0.09
H -1.6855 -0.1438 -1.4518 -0.36 -0.26 0.26 0.16
H 1.2865 1.2571 -0.4389 0.82 0.33 0.21 0.09
H 1.7600 1.4071 1.3670 0.40 0.11 -0.26 0.09
H -2.0014 -1.1369 -0.1281 -0.07 0.27 0.64 0.15
H -0.3931 -0.4716 -0.4503 -0.64 -1.17 0.67 0.10
H -1.1400 -1.6804 -1.3937 0.29 -0.26 -0.12 0.15

---

# 2
11
Properties=species:S:1:pos:R:3:forces:R:3:lowdin_charge:R:1 method="wB97M-V/def2-TZVPD" de_lowest_kcal_mol=17.2 lumo_energy_ev=-4.14 energy_ev=-4697.300 total_charge=+1 homo_energy_ev=-15.05 orbital_gap_ev=10.916 molar_mass_g_mol=50.08
O 0.5146 0.4815 0.0319 0.07 0.42 -0.70 -0.16
N -0.6285 -1.9926 -0.0392 0.21 -0.56 -0.09 0.31
C 0.2316 1.8980 0.1018 -0.67 0.11 0.50 -0.10
H -0.2272 -1.5149 0.7730 -0.15 0.18 0.01 0.14
H 0.0763 -2.6362 -0.4077 0.01 0.07 -0.06 0.16
H -0.4157 2.2185 -0.7135 0.21 -0.04 -0.22 0.09
H -0.3266 2.0816 1.0074 -0.07 -0.11 0.34 0.08
H 1.0450 0.4356 -0.7732 0.22 -0.37 0.15 0.09
H 1.1340 2.4928 0.1553 0.26 -0.02 -0.17 0.09
H -1.4560 -2.5464 0.1877 -0.07 0.18 0.15 0.16
H -0.8363 -1.2793 -0.7392 -0.03 0.15 0.09 0.14

---

# 3
11
Properties=species:S:1:pos:R:3:forces:R:3:lowdin_charge:R:1 method="wB97M-V/def2-TZVPD" de_lowest_kcal_mol=26.7 lumo_energy_ev=-3.72 energy_ev=-4696.887 total_charge=+1 homo_energy_ev=-17.58 orbital_gap_ev=13.868 molar_mass_g_mol=50.08
O 1.0863 2.7431 -0.5989 3.85 3.48 -0.99 0.05
N -0.5030 1.1724 -0.6553 -4.90 -1.64 -1.43 0.08
C 0.0000 0.0000 0.0000 1.64 -1.47 1.29 -0.06
H 1.9414 3.0222 -0.2000 -0.72 -0.28 -0.10 0.15
H 1.1695 2.9751 -1.5515 0.36 0.35 0.67 0.14
H 0.1678 1.9555 -0.7908 -0.27 -1.11 0.96 -0.07
H -0.9001 0.9184 -1.5823 -0.09 0.19 0.79 0.18
H 0.4561 0.3596 0.9377 -0.08 -0.46 -0.29 0.11
H -0.7825 -0.7363 0.2492 0.23 0.53 -0.26 0.11
H 0.7777 -0.5024 -0.5994 -0.37 0.32 0.22 0.11
H -1.2784 1.5080 -0.0488 0.37 0.10 -0.87 0.18

---

# 4
11
Properties=species:S:1:pos:R:3:forces:R:3:lowdin_charge:R:1 method="wB97M-V/def2-TZVPD" de_lowest_kcal_mol=9.7 lumo_energy_ev=-3.64 energy_ev=-4697.622 total_charge=+1 homo_energy_ev=-16.48 orbital_gap_ev=12.846 molar_mass_g_mol=50.08
O -0.0143 -0.3006 2.0446 -0.80 -1.05 0.74 -0.05
N -0.4766 0.1626 -0.6457 0.71 0.63 -0.44 0.14
C 0.5924 0.1817 -1.7274 -0.42 -0.20 -0.34 0.01
H -0.4867 -0.9942 2.5651 0.38 0.53 -0.74 0.09
H -1.3737 0.2268 -1.1160 -0.38 0.09 0.58 0.17
H 1.0847 1.1497 -1.7065 0.53 -0.34 0.48 0.10
H 0.1498 0.1735 -2.7234 -0.39 -0.39 0.24 0.10
H 0.3638 0.2109 2.7624 0.37 0.44 0.01 0.06
H 1.1792 -0.7138 -1.5947 0.62 0.25 -0.05 0.10
H -0.2727 0.9632 -0.0519 -0.69 0.33 0.03 0.15
H -0.4392 -0.5797 0.0635 0.08 -0.29 -0.50 0.13

---

# 5
11
Properties=species:S:1:pos:R:3:forces:R:3:mulliken_spin:R:1 method="wB97M-V/def2-TZVPD" de_lowest_kcal_mol=4.7 lumo_energy_ev="-8.90 / -15.49" energy_ev=-4681.996 total_charge=+2 homo_energy_ev="-24.62 / -24.36" orbital_gap_ev="15.719 / 8.874" molar_mass_g_mol=50.08 multiplicity=2
O 0.6037 0.4978 -0.1747 0.47 0.44 0.90 0.74
N -0.9289 -1.7420 -0.1830 0.27 -0.77 -0.61 0.00
C 0.6361 1.7942 0.4176 2.72 -0.80 -2.33 0.11
H 0.4922 1.7242 1.4911 -0.80 0.06 0.58 0.06
H 1.5785 2.2600 0.0733 -0.48 0.15 0.72 0.00
H -1.3418 -0.9388 -0.6536 -0.35 -0.06 0.03 0.00
H -0.1821 2.2401 -0.1644 -1.12 0.71 0.28 0.11
H -0.3277 -1.4442 0.5790 -0.31 -0.17 0.44 0.00
H -1.6442 -2.4124 0.1160 -0.18 0.11 0.25 0.00
H 1.4472 0.2636 -0.6473 -0.11 0.39 -0.17 -0.02
H -0.3329 -2.2425 -0.8539 -0.12 -0.07 -0.10 0.00

---

# 6
12
Properties=species:S:1:pos:R:3:forces:R:3:lowdin_charge:R:1 method="wB97M-V/def2-TZVPD" de_lowest_kcal_mol=26.5 lumo_energy_ev=-5.37 energy_ev=-6744.178 total_charge=+1 homo_energy_ev=-15.43 orbital_gap_ev=10.065 molar_mass_g_mol=66.08
O -1.0199 1.8391 1.1948 0.08 -0.14 0.11 -0.05
O 1.7089 0.4485 -0.9141 -0.04 -0.27 -0.18 -0.01
N -0.4039 -0.7951 0.1045 1.05 -1.61 -0.12 0.15
C -0.6407 -1.9735 -0.3735 -0.11 1.17 0.57 0.16
H -0.6945 -2.0061 -1.4578 0.80 -0.68 0.00 0.12
H 2.1591 1.2125 -0.5367 0.05 -0.05 -0.12 0.09
H -0.5846 -0.5757 1.0771 0.38 -0.14 0.27 0.13
H -0.9730 2.6460 0.6733 -0.04 0.02 -0.06 0.05
H -1.3383 2.1290 2.0568 -0.01 0.01 -0.01 0.05
H 0.4624 -0.3260 -0.3331 -1.26 1.22 -0.42 0.09
H -0.7711 -2.8360 0.2834 -0.99 0.24 -0.28 0.13
H 2.0955 0.2372 -1.7747 0.10 0.25 0.23 0.09

---

# 7
12
Properties=species:S:1:pos:R:3:forces:R:3:lowdin_charge:R:1 method="wB97M-V/def2-TZVPD" de_lowest_kcal_mol=12.2 lumo_energy_ev=-4.09 energy_ev=-24320.312 total_charge=+1 homo_energy_ev=-12.02 orbital_gap_ev=7.929 molar_mass_g_mol=98.22
S 0.0736 0.4775 0.7293 -0.02 0.24 0.01 0.36
S 0.6044 -0.1227 -1.2132 -0.21 0.15 -0.23 0.33
N -2.6592 -1.2216 -0.4355 -0.03 -0.43 0.24 0.32
C 1.6913 0.7821 1.4731 0.12 0.02 -0.02 -0.45
H -2.9093 -1.6518 0.4581 -0.01 0.12 0.08 0.16
H 2.1576 -0.1587 1.7399 0.10 -0.08 0.05 0.04
H 1.9333 -0.1170 -1.0826 0.09 -0.18 0.14 -0.17
H -1.6633 -0.9598 -0.3902 -0.05 0.02 -0.05 0.00
H -2.8064 -1.9247 -1.1610 0.07 0.08 -0.18 0.16
H -3.2592 -0.4136 -0.6042 0.10 0.11 -0.03 0.16
H 1.5376 1.3910 2.3693 -0.04 -0.10 -0.22 0.05
H 2.3081 1.3243 0.7520 -0.12 0.05 0.22 0.04

---

# 8
12
Properties=species:S:1:pos:R:3:forces:R:3:lowdin_charge:R:1 method="wB97M-V/def2-TZVPD" de_lowest_kcal_mol=32.2 lumo_energy_ev=-4.46 energy_ev=-24319.446 total_charge=+1 homo_energy_ev=-12.72 orbital_gap_ev=8.262 molar_mass_g_mol=98.22
S 0.2830 0.9223 -0.7300 -0.52 -2.08 2.78 0.51
S 0.3257 -1.1337 0.3928 -0.24 2.22 -1.19 0.42
N -1.8276 0.1372 2.2454 -1.90 2.26 1.09 0.26
C 0.9968 0.3226 -2.1683 1.56 1.05 -4.25 -0.61
H 1.8759 1.0068 -2.5873 -1.43 -1.71 1.37 0.10
H 1.1356 -0.5767 1.2847 0.39 -0.19 0.38 -0.20
H 0.2595 0.4266 -2.9724 -0.13 0.18 0.06 0.03
H -1.1947 0.9285 2.5828 -1.29 -0.80 -1.32 0.19
H 1.1912 -0.7507 -2.2603 0.54 0.37 0.69 0.03
H -1.8214 -0.4640 3.0148 0.27 -1.77 1.77 0.11
H -2.8746 0.3219 2.1641 1.71 0.65 -0.21 0.19
H -1.4975 -0.4062 1.4621 1.04 -0.20 -1.16 -0.03

---

# 9
13
Properties=species:S:1:pos:R:3:forces:R:3:lowdin_charge:R:1 method="wB97M-V/def2-TZVPD" de_lowest_kcal_mol=134.4 lumo_energy_ev=-5.29 energy_ev=-26926.687 total_charge=0 homo_energy_ev=-9.31 orbital_gap_ev=4.018 molar_mass_g_mol=116.21
S 1.8589 -0.8190 -0.2361 -0.06 0.11 -0.29 0.53
S -1.4872 1.3043 -0.0330 1.61 -0.03 -0.14 0.76
O -0.3038 -0.8165 2.2002 -1.69 3.61 -0.67 -0.18
O -0.9484 -1.6459 -1.5806 -2.82 3.26 0.50 -0.15
C 0.2357 1.8084 -0.1885 -1.37 0.86 -1.27 -0.58
H 0.3005 2.8950 0.0232 -0.01 -0.44 0.09 0.06
H -1.3247 -0.7095 -1.2033 1.39 -3.33 -1.38 0.00
H 0.7269 1.5824 -1.1473 -0.50 0.00 0.38 0.02
H 0.7577 1.3303 0.6184 0.82 -0.52 0.95 -0.04
H -0.0995 -1.6979 -1.1804 1.23 -0.07 0.70 -0.12
H 2.8328 -1.7564 -0.3209 -0.13 0.26 0.22 -0.24
H 0.3596 -0.6422 1.4847 -0.59 -0.44 0.86 -0.12
H -0.8964 0.0825 2.2053 2.12 -3.26 0.06 0.06

---

# 10
14
Properties=species:S:1:pos:R:3:forces:R:3:lowdin_charge:R:1 method="wB97M-V/def2-TZVPD" de_lowest_kcal_mol=7.7 lumo_energy_ev=0.35 energy_ev=-11404.618 smiles="O=CO.O.O.O" total_charge=0 homo_energy_ev=-10.85 orbital_gap_ev=11.203 molar_mass_g_mol=100.07
O -0.9922 -1.5221 -1.5497 0.48 -0.68 0.23 -0.08
O -0.6451 1.2229 -0.7602 0.20 0.19 -0.27 0.08
O 1.7926 0.7986 0.9418 0.13 -0.35 -0.14 -0.04
O -1.2401 1.4040 1.4013 0.52 0.66 -0.35 0.08
O 1.5034 -1.7881 0.0072 0.12 0.32 -0.37 -0.07
C -1.1256 0.7658 0.3942 -1.12 -0.68 1.03 -0.43
H -0.9935 -2.4436 -1.8587 -0.33 0.50 -0.21 0.06
H 1.1806 0.3610 1.5478 0.03 0.39 0.17 0.05
H 1.2372 1.3342 0.3619 0.02 0.14 0.13 0.03
H -0.2719 -1.5819 -0.8913 0.13 0.09 -0.07 0.00
H -0.6955 0.5256 -1.4408 -0.11 -0.04 0.18 0.10
H 1.7942 -0.8600 0.1360 -0.08 -0.11 0.23 0.01
H 2.1483 -2.1182 -0.6288 -0.10 -0.23 0.05 0.06
H -1.4612 -0.2756 0.4237 0.10 -0.20 -0.62 0.14